[1]
Computed, not measured: a cluster of 11 separate species, C39H66O17 in total in a non-equilibrium geometry, with ωB97M-V/def2-TZVPD.

Computed properties:
HOMO level	-9.48	eV
LUMO energy	0.3	eV
orbital gap	9.79	eV
max |F|	2.38	eV/Å
calculated total energy	-76322.32432	eV
structure (SMILES)	O=C1CCCO1.O=C1CCCO1.O=C1CCCO1.O=C1CCCO1.O=C1CCCO1.O=C1CCCO1.CC(C)=O.CC(C)=O.CC(C)=O.CC(C)=O.CC(C)=O

Geometry as ORCA input:
```
! RIJCOSX wB97M-V def2-TZVPD def2/J DEFGRID3
* xyz 0 1
O -4.3506 0.2686 3.5420
C -4.1218 -0.7342 2.8874
C -3.3433 -0.8291 1.5713
C -3.8515 -2.0886 0.9888
C -4.3386 -2.8959 2.2067
O -4.5032 -1.9768 3.3016
H -3.4168 0.1168 1.0350
H -2.3074 -0.9007 1.9386
H -4.7027 -1.9210 0.3190
H -3.0632 -2.6132 0.4764
H -5.2729 -3.4032 2.1005
H -3.6223 -3.6518 2.4954
O 2.4104 3.8201 2.2779
C 1.7606 4.2528 3.2199
C 0.6184 3.6435 3.9449
C 0.0874 4.7471 4.8397
C 1.3620 5.6243 5.0271
O 2.1717 5.3542 3.8737
H -0.1008 3.1670 3.2920
H 1.0638 2.8561 4.5726
H -0.6574 5.3561 4.3321
H -0.2816 4.4195 5.7939
H 1.2443 6.6917 5.0980
H 1.8975 5.3782 5.9398
O -3.5964 1.6314 -2.6143
C -4.1757 1.7909 -3.6763
C -4.1934 0.8902 -4.8738
C -4.7304 1.8291 -5.9734
C -5.6537 2.7298 -5.1264
O -4.9375 2.8960 -3.9016
H -3.1998 0.4743 -5.0561
H -4.9710 0.1788 -4.5736
H -3.8775 2.3487 -6.3765
H -5.1590 1.2769 -6.7923
H -5.8817 3.7142 -5.5264
H -6.6239 2.3163 -4.9358
O 2.1881 -1.9273 0.2484
C 1.5731 -2.8456 0.7760
C 2.0231 -3.7752 1.8767
C 0.9743 -4.9329 1.7668
C -0.2725 -4.1281 1.2463
O 0.3300 -3.1659 0.3629
H 3.0487 -4.0605 1.7532
H 1.8526 -3.2048 2.7991
H 1.3225 -5.6477 1.0296
H 0.8789 -5.4982 2.6909
H -1.0149 -4.6907 0.6619
H -0.7935 -3.6095 2.0491
O 4.4923 -2.9477 4.8865
C 3.9352 -1.9602 4.4767
C 4.4071 -0.9955 3.3985
C 3.1348 -0.1534 3.1181
C 2.5038 -0.1922 4.5511
O 2.7694 -1.5365 5.0347
H 5.2049 -0.3496 3.7613
H 4.8042 -1.5444 2.5529
H 3.2544 0.8663 2.7826
H 2.4588 -0.6734 2.4478
H 3.0306 0.4698 5.2475
H 1.4447 -0.0500 4.6039
O -0.0359 0.5243 2.5368
C -0.1091 1.0393 1.4328
C 0.9767 1.1161 0.4001
C 0.4715 2.0606 -0.7299
C -1.0433 1.9414 -0.4610
O -1.2387 1.4758 0.8916
H 1.9339 1.4744 0.7835
H 1.0888 0.1102 -0.0215
H 0.9350 3.0433 -0.6688
H 0.7472 1.7179 -1.7433
H -1.6495 2.8198 -0.6280
H -1.4883 1.1892 -1.1393
C 3.0364 -0.0322 -3.1599
C 4.2338 -0.9244 -3.1827
C 4.1922 -2.1195 -2.2556
O 5.1989 -0.7226 -3.9002
H 3.1198 0.7090 -3.9383
H 3.0464 0.4635 -2.1873
H 2.0997 -0.5664 -3.2603
H 3.3476 -2.7853 -2.4640
H 4.1178 -1.6782 -1.2546
H 5.1283 -2.6581 -2.2745
C 0.4557 2.5896 -5.0337
C -0.6317 1.9199 -5.8765
C -0.1964 0.6276 -6.5020
O -1.6869 2.4837 -6.1006
H 1.3758 2.6807 -5.5886
H 0.6317 1.9423 -4.1614
H 0.1232 3.5465 -4.6511
H -0.9661 0.2850 -7.1693
H -0.1249 -0.1014 -5.6850
H 0.7673 0.7158 -7.0182
C 4.5775 2.6559 -0.2407
C 4.4386 2.9238 -1.7451
C 5.5751 2.7429 -2.7089
O 3.3520 3.1953 -2.2268
H 3.8250 3.1720 0.3659
H 5.5956 2.8661 0.1272
H 4.3742 1.5759 -0.1312
H 5.7419 1.6755 -2.8852
H 6.5096 3.1272 -2.2957
H 5.4036 3.1872 -3.6937
C -3.0781 -3.5939 6.0909
C -2.0983 -3.1865 5.0134
C -1.6013 -1.7415 4.9886
O -1.6934 -4.0255 4.2322
H -2.5874 -3.6495 7.0701
H -3.4051 -4.5871 5.8393
H -3.9453 -2.9391 6.1451
H -1.0847 -1.5253 5.9220
H -2.4222 -0.9977 4.9621
H -0.9634 -1.6107 4.1248
C -3.1914 -3.2523 -4.1306
C -2.2109 -2.1657 -3.8282
C -2.0657 -1.7709 -2.4008
O -1.6575 -1.5632 -4.7170
H -3.3008 -3.4456 -5.1907
H -4.1775 -2.9900 -3.7717
H -2.8916 -4.1566 -3.5751
H -3.0204 -1.3618 -2.0259
H -1.3198 -1.0026 -2.2424
H -1.7682 -2.6498 -1.8315
*
```

Atomic partial charges in e from the Löwdin method, atoms 1 to 8:
1. O 0.099
2. C -0.457
3. C -0.077
4. C -0.149
5. C -0.130
6. O 0.011
7. H 0.129
8. H 0.121

[2]
Computed, not measured: a cluster of 2 separate species, C5H15P2 in total in a non-equilibrium geometry, with ωB97M-V/def2-TZVPD.

Computed properties:
HOMO level (spin up / spin down)	-12.87 / -11.50	eV
LUMO energy (spin up / spin down)	-4.1 / -5.7	eV
energy relative to the best compared isomer or geometry (same formula, charge and spin)	3.091	eV
orbital gap (spin up / spin down)	8.78 / 5.81	eV
max |F|	4.17	eV/Å
calculated total energy	-23995.26901	eV

Geometry as ORCA input:
```
! RIJCOSX wB97M-V def2-TZVPD def2/J DEFGRID3
* xyz 1 1
C 3.4026 1.0463 -0.0229
C -2.3508 0.8881 -0.7233
C -0.0575 0.5935 1.0220
C -2.1163 -1.4180 1.0766
C -0.3459 -1.2428 -1.2332
P 3.1548 -0.7702 0.1020
P -1.2244 -0.3232 -0.0832
H 2.4939 1.5196 0.2560
H 3.7283 1.1884 -1.0832
H 4.1812 1.1927 0.6811
H -1.9013 1.5983 -1.4788
H -2.9568 1.5367 0.0814
H -3.3039 0.3662 -1.2396
H -0.7620 0.9162 1.8840
H -0.0855 1.5150 0.4631
H 0.9363 0.1042 1.1592
H -2.4759 -0.7235 1.8825
H -1.2685 -2.0214 1.2700
H -2.8345 -1.8605 0.4670
H 0.1213 -0.6692 -1.9754
H -0.3494 -2.2647 -1.5419
H 4.0146 -1.1719 -0.9633
*
```

Atomic partial charges in e from the Löwdin method, atoms 1 to 8:
1. C -0.432
2. C -0.229
3. C -0.181
4. C -0.146
5. C -0.054
6. P 0.746
7. P 0.727
8. H -0.024

[3]
Computed, not measured: a structure of composition C3H7NO4 in a non-equilibrium geometry, with ωB97M-V/def2-TZVPD.

Computed properties:
HOMO level	-8.03	eV
LUMO energy	0.5	eV
energy relative to the best compared isomer or geometry (same formula, charge and spin)	4.598	eV
orbital gap	8.56	eV
max |F|	2.52	eV/Å
calculated total energy	-12901.38890	eV

Geometry as ORCA input:
```
! RIJCOSX wB97M-V def2-TZVPD def2/J DEFGRID3
* xyz 0 1
C 1.5821 0.2487 -0.4562
C -1.3954 -0.3390 0.8717
N 1.2362 1.4467 -0.9643
C -0.4361 0.3444 1.3164
O 1.2225 -0.8371 -0.9522
O 2.5391 0.3320 0.4759
O -2.7047 -0.6270 0.9895
O -1.2323 -1.0888 -0.8329
H -0.1634 -1.0686 -0.9613
H 2.5976 -0.5232 0.9233
H -3.1290 -0.4635 0.1277
H -1.5064 -2.0138 -0.8630
H 1.3539 2.2489 -0.3679
H 0.4121 1.4491 -1.5458
H -0.3763 0.8912 2.2390
*
```

Atomic partial charges in e from the Löwdin method, atoms 1 to 8:
1. C -0.656
2. C -0.334
3. N 0.195
4. C 0.020
5. O 0.028
6. O 0.115
7. O 0.024
8. O -0.050

[4]
Computed, not measured: the ion C22H28N4O3P with charge +1 in a non-equilibrium geometry, with ωB97M-V/def2-TZVPD.

Computed properties:
HOMO level	-11.18	eV
LUMO energy	-4.8	eV
orbital gap	6.37	eV
max |F|	5.45	eV/Å
calculated total energy	-44638.69612	eV
structure (SMILES)	Cc1ccccc1Cc1c(CN)c(ON=O)c([PH2]=N)c2cc(C[C@@H](C)O)[nH+]c(C)c12

Geometry as ORCA input:
```
! RIJCOSX wB97M-V def2-TZVPD def2/J DEFGRID3
* xyz 1 1
C -1.0418 -2.1509 2.2113
C -0.3195 -3.2319 1.2914
C 0.6259 -4.2953 1.9583
C 1.3504 -5.4276 1.1648
C 1.0888 -5.4766 -0.3690
C 0.1666 -4.4250 -1.0249
C -0.5677 -3.2717 -0.2325
C -1.5056 -2.3227 -1.1045
C -1.5306 -0.7883 -0.7168
C -2.8793 -0.2484 -0.1097
C -4.2111 -1.1418 0.0770
N -4.3473 -1.7812 1.4156
C -3.0545 1.2552 0.3757
O -4.2921 1.7354 0.9717
N -4.1862 1.3892 2.3107
O -3.7908 2.3252 2.9412
C -1.9061 2.2808 0.2708
P -2.0349 4.1116 0.8294
N -1.8161 5.1100 -0.4337
C -0.5753 1.7299 -0.3796
C 0.5885 2.7905 -0.5138
C 1.8840 2.2713 -1.1575
C 3.0844 3.3000 -1.3700
C 4.1011 3.4271 -0.1328
C 5.0310 2.1014 -0.1523
O 5.0102 4.5287 -0.4739
N 2.0141 0.9019 -1.5969
C 0.9768 -0.1234 -1.5031
C 1.4072 -1.5273 -2.1209
C -0.3823 0.2564 -0.8671
H -2.1133 -2.4992 2.3789
H -0.9307 -1.0680 1.8770
H -0.5280 -2.2135 3.2486
H 0.7926 -4.2843 3.0901
H 2.0126 -6.2216 1.6433
H 1.5670 -6.2871 -1.0350
H -0.0186 -4.5101 -2.1574
H -1.1859 -2.3802 -2.2170
H -2.5459 -2.8320 -1.1051
H -4.3686 -1.8947 -0.7868
H -5.1056 -0.4112 -0.0201
H -3.8150 -1.2258 2.0966
H -4.0426 -2.7620 1.3766
H -0.9510 4.3709 1.7538
H -3.3079 4.3547 1.4368
H -2.6787 5.6881 -0.4945
H 0.5165 3.8724 -0.1735
H 2.5939 4.3400 -1.5111
H 3.6183 3.0862 -2.3716
H 3.6125 3.6335 0.8771
H 5.3906 1.9714 -1.2440
H 5.8926 2.2778 0.5752
H 4.3499 1.2273 0.1232
H 4.6226 5.3855 -0.1946
H 2.9351 0.6600 -2.0169
H 0.6964 -1.9497 -2.9024
H 1.6271 -2.2274 -1.2419
H 2.4236 -1.4146 -2.6693
*
```

Atomic partial charges in e from the Löwdin method, atoms 1 to 8:
1. C -0.080
2. C -0.157
3. C -0.018
4. C -0.050
5. C -0.068
6. C -0.056
7. C -0.149
8. C -0.126